1.
Below is C13H17BrN2Ti as an isolated structure in a non-equilibrium geometry, with properties calculated with wB97M-V/def2-TZVPD.

Lowest unoccupied orbital energy in eV: -8.83
HOMO-LUMO gap in eV: 7.575
Energy above the lowest of the compared OMol25 structures with the same formula, charge and spin in eV: 0.000
HOMO in eV: -16.4
Total charge: +2

Geometry as XYZ:
```
34
Properties=species:S:1:pos:R:3:forces:R:3
C 1.014509 -0.416497 2.962933 0.5 -0.1 0.8
C -0.318236 -1.115691 3.344121 0.1 -0.3 0.5
H 1.526323 -0.852625 2.078064 -0.1 0.0 0.2
H 1.746318 -0.508392 3.779916 -0.2 0.0 -0.3
H 0.871172 0.691310 2.875855 0.2 -0.2 0.1
H -0.328499 -2.190251 3.138919 0.1 0.4 0.2
H -0.479277 -0.960824 4.417566 -0.1 0.2 -0.3
H -1.240209 -0.632755 2.913197 0.2 -0.4 0.5
C 2.391219 1.028838 0.300404 -0.2 -0.1 -0.5
C 3.314779 1.354194 -0.682067 0.1 0.0 0.3
C 2.939286 1.314382 -2.027494 0.1 0.0 0.2
C 1.639334 0.967454 -2.356270 -0.8 -0.2 0.3
H 2.637503 1.028904 1.369217 0.0 0.1 -0.6
H 4.323555 1.635212 -0.384903 -0.2 -0.1 -0.1
H 3.653315 1.554670 -2.815446 -0.2 0.0 0.3
H 1.290110 0.949055 -3.386005 0.3 0.0 0.2
N 1.115906 0.685682 -0.026235 0.1 -0.1 -0.7
C 0.718118 0.660688 -1.350216 1.4 0.4 0.4
C -0.693101 0.392090 -1.618756 -1.7 -0.3 -0.4
N -1.480239 0.176146 -0.527316 0.4 0.2 0.0
C -2.824738 0.068703 -0.641351 0.7 0.1 -0.3
C -2.649560 0.273838 -3.036167 0.0 0.0 0.3
C -3.437476 0.130229 -1.892021 0.0 -0.1 0.2
H -3.374091 -0.048947 0.296544 0.1 0.0 -0.4
H -4.522920 0.053775 -1.950191 0.3 0.0 0.0
C -1.272211 0.410244 -2.898975 0.7 0.1 0.7
H -0.618886 0.545601 -3.754930 -0.4 0.0 0.0
H -3.102108 0.299749 -4.026202 0.1 0.0 0.3
Ti -0.310875 -0.012296 1.267137 -0.6 0.4 -1.6
C -0.245626 -2.056206 0.688819 -0.5 0.1 -0.1
H -0.060312 -2.122803 -0.393859 -0.1 0.1 0.3
H -1.237221 -2.492815 0.891365 0.2 0.0 -0.1
H 0.509880 -2.655977 1.215734 -0.2 0.3 -0.1
Br -1.495740 1.845314 2.228609 -0.1 -0.5 -0.2
```
Forces are in eV/Å.

Atomic partial charges in e from the Löwdin method, atoms 1 to 2: number 1, C, carries -0.20; number 2, C, carries -0.16

2.
Below is a 5-piece molecular cluster, C5H15N5O10 overall in a non-equilibrium geometry, with properties calculated with wB97M-V/def2-TZVPD.

Lowest unoccupied orbital energy in eV: -0.52
Structure (SMILES): C[N+](=O)[O-].C[N+](=O)[O-].C[N+](=O)[O-].C[N+](=O)[O-].C[N+](=O)[O-]
HOMO-LUMO gap in eV: 10.418
Energy above the lowest of the compared OMol25 structures with the same formula, charge and spin in eV: 0.305
HOMO in eV: -10.9

Geometry as XYZ:
```
35
Properties=species:S:1:pos:R:3:forces:R:3
C 0.496255 3.437690 -2.958384 0.0 -0.3 0.6
N 0.164281 2.082109 -3.480298 0.2 0.1 -0.3
O 0.490536 1.840171 -4.622166 -0.1 0.0 0.1
O -0.403129 1.309028 -2.738292 -0.2 -0.2 0.2
H 0.176849 3.482308 -1.921658 -0.2 0.0 -0.1
H -0.033135 4.151144 -3.575789 0.2 0.2 -0.1
H 1.576231 3.535304 -2.978710 0.0 0.2 -0.4
C 3.736878 -2.219529 1.340271 -0.7 -0.3 0.0
N 3.885744 -2.523609 2.786570 0.3 -0.1 -0.1
O 5.005648 -2.525195 3.257223 0.0 0.1 0.0
O 2.873205 -2.764994 3.399649 -0.3 0.0 0.1
H 3.230886 -3.070618 0.885531 0.2 -0.1 0.1
H 4.709423 -2.046032 0.908465 0.1 0.2 0.0
H 3.011465 -1.413193 1.266939 0.3 0.2 0.0
C -1.707768 2.706554 3.201359 -0.9 -0.4 -0.2
N -1.991549 3.001986 4.635548 0.0 -0.3 0.0
O -1.755294 4.126861 5.005897 0.1 0.4 0.1
O -2.420007 2.108270 5.336147 0.0 0.0 -0.2
H -2.149842 1.743827 2.963310 0.3 -0.2 0.2
H -0.636480 2.710362 3.059677 0.1 0.1 -0.1
H -2.244639 3.444809 2.609302 0.4 0.3 0.1
C -1.477936 -0.661610 0.269425 0.6 -0.1 0.2
N -0.131531 -0.680489 0.936064 -0.1 0.1 0.0
O 0.772168 -1.203026 0.315006 0.0 0.0 -0.1
O -0.014296 -0.186829 2.036475 -0.1 0.1 0.0
H -2.089788 0.091871 0.744103 -0.1 0.0 0.1
H -1.870441 -1.665843 0.397007 -0.1 0.0 -0.2
H -1.264116 -0.436973 -0.768396 -0.2 -0.1 -0.1
C -0.914440 -2.306202 -3.391915 0.6 0.8 -0.1
N -2.075574 -3.105559 -2.949301 0.0 0.1 0.3
O -2.923948 -3.380126 -3.763118 0.0 -0.1 -0.2
O -2.135291 -3.372373 -1.761588 0.1 0.0 -0.1
H -1.108066 -1.277971 -3.080888 -0.1 -0.1 0.0
H -0.780670 -2.310409 -4.466816 -0.4 -0.3 -0.1
H -0.001634 -2.621720 -2.896664 -0.2 -0.3 0.2
```
Forces are in eV/Å.

Atomic partial charges in e from the Löwdin method, atoms 1 to 2: number 1, C, carries 0.05; number 2, N, carries -0.45

3.
Below is C37H28N4O4SV as an isolated structure in a non-equilibrium geometry, with properties calculated with wB97M-V/def2-TZVPD.

Lowest unoccupied orbital energy (spin up / spin down) in eV: -3.47 / -3.76
Multiplicity: 3
HOMO-LUMO gap (spin up / spin down) in eV: 6.885 / 6.612
Energy above the lowest of the compared OMol25 structures with the same formula, charge and spin in eV: 0.507
HOMO (spin up / spin down) in eV: -10.4 / -10.4
Total charge: +1

Geometry as XYZ:
```
75
Properties=species:S:1:pos:R:3:forces:R:3
V 0.160591 0.383060 -0.399997 -0.3 0.0 -2.0
C -0.343802 -0.322965 -3.690924 -0.1 0.0 0.0
O 0.520708 0.069601 -2.618840 0.2 0.1 0.3
C 1.880057 0.087231 -2.875701 0.0 0.0 0.0
C 2.433016 -0.119797 -4.126230 0.0 0.0 0.0
C 3.812986 -0.063967 -4.274799 0.0 0.0 0.0
C 4.629589 0.191211 -3.184802 0.0 0.0 0.0
C 4.072116 0.382249 -1.930958 0.0 0.0 0.0
C 2.696462 0.329732 -1.771279 0.0 0.0 0.0
N 2.037895 0.455223 -0.513748 1.3 -0.1 0.4
N 2.821347 0.662688 0.493522 0.1 0.0 -0.1
C 2.433332 0.636224 1.765696 0.0 0.0 0.0
C 1.108427 0.340157 2.224156 0.2 0.1 -0.1
O 0.116943 0.252774 1.401202 0.2 0.0 1.9
C 0.879907 0.109489 3.605139 -0.1 0.1 0.1
C 1.886085 0.258976 4.499818 0.0 0.0 0.0
C 3.205677 0.649191 4.111780 0.0 0.0 0.0
C 4.213442 0.840808 5.073795 0.0 0.0 0.0
C 5.471727 1.231038 4.694744 0.0 0.0 0.0
C 5.751264 1.439606 3.337895 0.0 0.0 0.0
C 4.781634 1.251510 2.381235 0.0 0.0 0.0
C 3.489815 0.849986 2.749806 0.0 0.0 0.0
H -0.256525 0.379420 -4.518510 0.0 0.0 0.0
H -1.354174 -0.269913 -3.300175 0.0 0.0 0.0
H -0.091741 -1.332117 -4.022218 0.0 0.0 0.0
H 1.810913 -0.312139 -4.987132 0.0 0.0 0.0
H 4.245567 -0.224050 -5.252699 0.0 0.0 0.0
H 5.702653 0.236588 -3.306750 0.0 0.0 0.0
H 4.689925 0.566088 -1.064752 0.0 0.0 0.0
H -0.122513 -0.150173 3.917392 0.0 0.0 0.0
H 1.690701 0.096768 5.553420 0.0 0.0 0.0
H 3.978618 0.678823 6.118647 0.0 0.0 0.0
H 6.243956 1.383377 5.436177 0.0 0.0 0.0
H 6.740830 1.759261 3.039071 0.0 0.0 0.0
H 4.999405 1.424141 1.337625 0.0 0.0 0.0
N -0.594095 -1.370546 -0.547120 -0.8 -1.0 0.0
S -1.392247 -2.102091 0.671937 -0.1 -0.3 -0.3
C -1.297070 -3.832399 0.254530 0.0 0.1 0.0
C -1.914236 -4.321945 -0.891381 0.0 0.0 0.0
C -1.723324 -5.648446 -1.234462 0.0 0.0 0.0
C -0.930563 -6.468723 -0.437011 0.0 0.0 0.0
C -0.329274 -5.969322 0.707199 0.0 0.0 0.0
C -0.506476 -4.637359 1.058519 0.0 0.0 0.0
C -3.141360 -1.801363 0.396733 0.1 0.1 0.0
C -4.071086 -2.582012 1.073112 0.0 0.0 0.1
C -5.418130 -2.320003 0.891075 0.0 0.0 0.0
C -5.823833 -1.291470 0.047839 0.0 0.0 0.0
C -4.883497 -0.515564 -0.610826 0.0 0.0 0.0
C -3.527945 -0.765087 -0.435575 0.0 0.0 0.0
H -0.828297 -1.797214 -1.439585 0.0 0.0 0.0
H -2.556046 -3.687309 -1.491194 0.0 0.0 0.0
H -2.200087 -6.046701 -2.119734 0.0 0.0 0.0
H -0.787226 -7.505321 -0.710373 0.0 0.0 0.0
H 0.280633 -6.611653 1.327282 0.0 0.0 0.0
H -0.038104 -4.232641 1.946825 0.0 0.0 0.0
H -3.752049 -3.384768 1.726232 0.0 0.0 0.0
H -6.153053 -2.922707 1.407014 0.0 0.0 0.0
H -6.878539 -1.099147 -0.095038 0.0 0.0 0.0
H -5.191350 0.286462 -1.267979 0.0 0.0 0.0
H -2.799219 -0.164270 -0.964512 0.0 0.0 0.0
O -2.224033 1.682337 -2.312164 0.0 -0.1 0.0
C -1.705376 2.434116 -1.509907 0.2 0.1 0.0
N -0.606612 2.112192 -0.722199 -1.0 1.0 0.0
C -0.351515 3.164434 0.174673 0.3 0.1 -0.3
O 0.552870 3.159843 0.975386 -0.1 -0.1 0.1
C -1.329922 4.252656 -0.115504 -0.1 0.0 0.0
C -1.512770 5.487027 0.471006 0.0 0.0 0.0
C -2.542606 6.281103 -0.025561 0.0 0.0 0.0
C -3.349997 5.845330 -1.073380 0.0 0.0 0.0
C -3.158470 4.595582 -1.655996 0.0 0.0 0.0
C -2.136553 3.817366 -1.153937 0.0 0.0 0.1
H -0.880596 5.819777 1.283248 0.0 0.0 0.0
H -2.721849 7.254990 0.410076 0.0 0.0 0.0
H -4.137459 6.490827 -1.438758 0.0 0.0 0.0
H -3.775475 4.243921 -2.472095 0.0 0.0 0.0
```
Forces are in eV/Å.

Atomic partial charges in e from the Löwdin method, atoms 1 to 2: number 1, V, carries 0.95; number 2, C, carries -0.04

4.
Below is C22H26ClF6N2O9P3S2W as an isolated structure in a non-equilibrium geometry, with properties calculated with wB97M-V/def2-TZVPD.

Lowest unoccupied orbital energy (spin up / spin down) in eV: -4.25 / -4.28
Multiplicity: 2
HOMO-LUMO gap (spin up / spin down) in eV: 6.851 / 6.823
Energy above the lowest of the compared OMol25 structures with the same formula, charge and spin in eV: 0.366
HOMO (spin up / spin down) in eV: -11.1 / -11.1
Total charge: +1

Geometry as XYZ:
```
72
Properties=species:S:1:pos:R:3:forces:R:3
W -1.678124 0.267521 0.657297 -0.9 -0.2 -0.5
Cl 6.346107 0.074560 0.744651 0.0 0.0 0.0
C 4.754246 -0.208142 0.150992 0.0 0.0 0.0
C 4.523673 -0.354843 -1.204148 0.0 0.0 0.0
C 3.239866 -0.619559 -1.648936 0.0 0.0 0.0
C 2.173209 -0.724978 -0.771990 0.0 -0.1 0.0
O 0.924951 -1.102344 -1.197360 -0.1 0.0 0.1
C 2.370883 -0.487275 0.595172 0.0 0.1 0.0
C 1.430389 -0.270381 1.693251 0.0 -0.1 0.1
N 0.187472 0.031331 1.803654 0.3 0.4 0.1
C -0.188770 0.523464 3.105214 0.1 -0.2 0.0
C 0.584345 1.349004 3.871853 -0.1 0.0 0.1
C 0.111628 1.772109 5.131925 0.0 0.0 0.0
C -1.111330 1.376004 5.594615 0.0 0.0 0.0
C -1.944050 0.563367 4.792839 -0.1 -0.2 0.0
C -3.235393 0.114801 5.157279 0.0 0.0 0.0
C -3.975711 -0.628643 4.278670 0.0 0.0 0.0
C -3.474658 -0.875793 2.991469 0.0 0.0 0.0
N -2.265754 -0.499708 2.634552 0.1 0.2 0.1
C -1.480172 0.165767 3.533607 0.0 0.0 0.0
C 3.689787 -0.269105 1.026134 0.0 0.0 0.0
H 5.339741 -0.275119 -1.909149 0.0 0.0 0.0
H 3.081542 -0.727776 -2.710582 0.0 0.0 0.0
H 1.964692 -0.259154 2.640448 0.0 0.0 0.0
H 1.538554 1.707468 3.508994 0.0 0.0 0.0
H 0.729399 2.427996 5.729003 0.0 0.0 0.0
H -1.465731 1.699235 6.564432 0.0 0.0 0.0
H -3.635299 0.375114 6.129300 0.0 0.0 0.0
H -4.964539 -0.980512 4.532609 0.0 0.0 0.0
H -4.080545 -1.355022 2.233450 0.0 0.0 0.0
H 3.884008 -0.112531 2.078738 0.0 0.0 0.0
C 2.586012 3.073470 -2.701010 0.0 0.0 0.0
P 1.115452 2.045121 -2.289451 0.0 0.0 0.0
C -0.247338 3.184916 -2.899815 0.0 0.0 0.0
C 1.217681 0.957211 -3.811845 0.1 0.0 -0.1
C 0.368405 -0.321692 -3.879244 0.0 0.1 0.0
P 0.491937 -1.634955 -2.644516 0.1 0.0 -0.1
C 1.629760 -2.930192 -3.166518 0.0 0.0 0.0
C -1.080038 -2.448780 -2.488788 0.0 -0.1 -0.1
H 2.587314 3.417012 -3.737861 0.0 0.0 0.0
H 3.501013 2.508726 -2.511897 0.0 0.0 0.0
H 2.595288 3.946667 -2.047529 0.0 0.0 0.0
H -0.843550 2.658492 -3.655858 0.0 -0.1 0.1
H 0.244317 4.019320 -3.405669 0.0 0.0 -0.1
H -1.743892 3.101216 -1.661629 -0.1 0.1 -0.1
H 2.270194 0.735978 -3.997695 0.0 0.0 0.1
H 0.906236 1.561759 -4.668917 0.0 0.0 0.0
H 0.589303 -0.842385 -4.818509 -0.1 0.0 0.0
H -0.697684 -0.080296 -3.913262 0.0 0.0 0.1
H 1.485730 -3.092070 -4.236082 0.0 0.0 0.0
H 1.360802 -3.841832 -2.634321 0.0 0.0 0.0
H 2.676417 -2.714698 -2.978221 0.0 0.0 -0.1
H -0.925394 -3.525179 -2.489963 0.0 0.0 0.0
H -1.719508 -2.148703 -3.316325 0.0 0.0 0.0
H -1.568603 -2.165253 -1.564245 0.0 0.0 0.0
F -1.202368 -1.685658 0.426943 -0.3 0.3 0.1
P -0.988016 -3.621432 1.239419 0.1 -0.3 0.1
F -2.372444 -3.300464 1.925183 0.0 0.0 0.0
F -0.778231 -5.038559 1.820756 0.0 0.0 0.0
F -1.767387 -4.037245 -0.068596 0.0 0.1 0.0
F 0.349627 -3.546085 0.380375 0.0 0.0 0.0
F -0.254199 -2.815651 2.390809 0.0 0.0 0.0
O -1.058089 3.740967 -1.896797 0.2 0.0 0.1
S -2.324106 2.930433 1.254020 0.2 -0.1 -0.1
O -2.113541 3.370076 2.605473 0.0 0.0 0.0
O -0.986250 2.060076 0.807082 0.2 0.1 0.1
O -3.078430 1.498485 1.301832 0.1 -0.2 0.0
O -3.256582 1.854304 -1.731604 -0.1 0.0 -0.1
S -2.809736 0.495102 -1.789881 0.1 -0.5 0.3
O -2.962178 -0.214797 -3.015193 -0.1 0.0 0.0
O -1.293710 0.456796 -1.324410 0.0 0.2 0.0
O -3.278629 -0.307057 -0.544225 0.1 0.3 0.0
```
Forces are in eV/Å.

Atomic partial charges in e from the Löwdin method, atoms 1 to 2: number 1, W, carries 1.87; number 2, Cl, carries 0.73

5.
Below is CH2NO4S as an isolated structure in a non-equilibrium geometry, with properties calculated with wB97M-V/def2-TZVPD.

Lowest unoccupied orbital energy (spin up / spin down) in eV: 3.16 / 3.16
HOMO-LUMO gap (spin up / spin down) in eV: 6.434 / 6.426
Energy above the lowest of the compared OMol25 structures with the same formula, charge and spin in eV: 5.360
HOMO (spin up / spin down) in eV: -3.3 / -3.3
Total charge: -1

Geometry as XYZ:
```
9
Properties=species:S:1:pos:R:3:forces:R:3
C -0.306956 0.823715 -0.101321 4.4 2.9 -0.7
N -1.237205 0.085282 0.629321 -1.8 -2.1 4.2
O -1.191044 0.177737 1.867116 0.0 0.1 -1.3
O 0.354995 1.776854 0.366702 -1.4 -1.0 -0.1
O -2.050387 -0.643544 0.069969 0.2 0.3 -0.7
O 1.655642 -1.916885 0.175123 0.2 -0.4 0.4
S 1.103920 -0.917976 -0.807810 -0.2 -0.5 -0.2
H 2.165344 -0.080297 -1.079035 -0.4 0.3 0.2
H -0.494308 0.695113 -1.120065 -1.0 0.3 -1.9
```
Forces are in eV/Å.

Atomic partial charges in e from the Löwdin method, atoms 1 to 2: number 1, C, carries -0.52; number 2, N, carries -0.41

6.
Below is C6H12Cl2N2O2P as an isolated structure in a non-equilibrium geometry, with properties calculated with wB97M-V/def2-TZVPD.

Lowest unoccupied orbital energy in eV: -4.07
HOMO-LUMO gap in eV: 8.457
Energy above the lowest of the compared OMol25 structures with the same formula, charge and spin in eV: 0.000
HOMO in eV: -12.5
Total charge: +1

Geometry as XYZ:
```
25
Properties=species:S:1:pos:R:3:forces:R:3
C 3.397694 1.324884 0.364190 0.8 -0.4 -4.0
C 2.548239 0.787893 1.357843 -0.2 -1.2 3.6
C -2.747513 1.167916 -0.544569 -1.9 -1.7 -0.6
C -2.732149 -1.174956 -0.031234 -2.3 -2.0 0.7
C -1.648344 2.007322 0.000791 0.5 1.1 1.4
C -1.908593 -2.472665 0.077950 -2.4 -1.7 0.3
N 3.420713 0.710646 -0.797973 1.3 1.4 0.6
N -2.173239 -0.199856 -0.527001 0.1 2.1 -0.8
O 1.992798 -0.405479 0.735118 -1.2 0.7 3.1
O 3.043733 -1.981936 -0.952483 2.6 4.8 1.6
P 2.402823 -0.549137 -0.734533 0.1 -0.6 -0.2
Cl -0.154915 1.624786 -0.829242 1.4 0.3 -0.8
Cl -0.233284 -2.117460 -0.327377 0.2 -0.7 0.3
H 4.015610 2.183413 0.469241 0.4 0.7 0.4
H 3.246494 0.405647 2.187400 -0.9 0.5 -0.8
H 1.866647 1.551626 1.917264 0.5 -1.7 -1.5
H -3.076002 1.454849 -1.608792 0.6 -0.4 1.6
H -3.643344 1.099973 0.149696 0.8 0.9 -0.8
H -3.870439 -1.238937 0.331741 2.3 0.2 -0.5
H 1.242260 -0.312979 -1.441531 0.1 -0.5 -0.8
H -1.446644 1.768947 1.049095 -0.3 -0.2 -0.1
H -1.672095 3.100146 -0.025959 -0.8 -0.3 -0.3
H -2.262516 -3.290147 -0.709614 0.5 1.7 1.9
H -2.076707 -2.868565 1.179097 0.8 0.5 -2.3
H 2.468764 -2.575919 -1.289114 -3.1 -3.6 -2.0
```
Forces are in eV/Å.

Atomic partial charges in e from the Löwdin method, atoms 1 to 2: number 1, C, carries -0.12; number 2, C, carries -0.16

What is the energy above the lowest of the compared OMol25 structures with the same formula, charge and spin in the sixth record?
0.000 eV